No. 1
C17H32F6N4O6S2Si2 | ωB97M-V/def2-TZVPD

```
69
Properties=species:S:1:pos:R:3:mulliken_charge:R:1
C 1.982 -1.952 3.541 -0.79
N 0.634 -2.170 3.013 0.98
N -0.229 -2.639 3.912 -1.26
C -1.443 -2.838 3.504 -0.23
C -1.885 -2.586 2.196 0.27
N -3.245 -2.808 1.938 -0.56
C -0.965 -2.112 1.279 1.17
C -1.357 -1.770 -0.118 -1.83
C -1.993 -0.349 -0.135 -0.71
O -1.550 0.346 1.030 -0.40
Si -2.539 1.482 1.749 0.58
C -3.505 2.430 0.463 -1.18
C -1.460 2.682 2.678 -1.08
C -3.684 0.675 2.986 -1.11
C 0.339 -1.912 1.737 0.45
C 1.422 -1.374 0.867 -1.35
C 1.576 0.148 1.066 0.26
O 2.929 0.495 0.922 -0.50
Si 3.282 2.132 1.001 0.54
C 5.116 2.364 0.791 -1.07
C 2.766 2.859 2.646 -0.94
C 2.389 3.029 -0.382 -0.89
H 1.965 -2.247 4.582 0.31
H 2.257 -0.906 3.461 0.25
H 2.690 -2.582 3.013 0.37
H -2.140 -3.210 4.239 0.49
H -3.534 -2.318 1.101 0.24
H -3.441 -3.793 1.792 0.29
H -0.535 -1.833 -0.821 0.18
H -2.089 -2.501 -0.456 0.62
H -1.646 0.176 -1.021 0.24
H -3.081 -0.435 -0.167 0.70
H -4.218 1.781 -0.044 0.34
H -2.804 2.793 -0.289 0.31
H -4.029 3.268 0.913 0.39
H -2.100 3.372 3.227 0.49
H -0.844 3.276 2.003 0.26
H -0.808 2.189 3.399 0.28
H -4.476 0.105 2.501 0.33
H -4.163 1.461 3.570 0.42
H -3.131 0.020 3.658 0.27
H 2.365 -1.887 1.031 0.64
H 1.160 -1.546 -0.172 0.18
H 0.933 0.645 0.337 0.10
H 1.186 0.440 2.048 0.30
H 5.313 3.426 0.931 0.33
H 5.409 2.074 -0.216 0.32
H 5.685 1.787 1.517 0.30
H 2.830 3.945 2.582 0.38
H 3.395 2.517 3.467 0.31
H 1.732 2.629 2.910 0.15
H 3.042 3.724 -0.900 0.45
H 2.028 2.288 -1.099 0.11
H 1.502 3.543 -0.013 0.29
C -0.094 -2.419 -7.855 0.65
F -0.281 -3.573 -8.496 -0.21
F 1.093 -1.924 -8.208 -0.23
F -1.042 -1.562 -8.237 -0.23
S -0.171 -2.733 -6.042 1.04
O 0.919 -3.620 -5.761 -0.64
O -1.499 -3.215 -5.795 -0.65
N 0.072 -1.226 -5.589 -0.43
S 0.093 -0.872 -4.065 1.13
O 1.221 -1.358 -3.311 -0.68
O -1.179 -0.955 -3.392 -0.66
C 0.401 0.934 -4.241 0.56
F -0.577 1.537 -4.913 -0.23
F 1.556 1.178 -4.852 -0.24
F 0.455 1.475 -3.009 -0.16
```

Output
- E_LUMO: -1.8 eV
- Kohn-Sham gap: 6.840 eV
- Molar mass: 622.8 g mol⁻¹



No. 2
C16H32ClIN3O3P2S | ωB97M-V/def2-TZVPD

```
59
Properties=species:S:1:pos:R:3:mulliken_charge:R:1
C 1.103 0.248 0.986 -0.25
C 1.217 -0.731 2.296 0.14
O 0.158 -0.744 3.148 -0.62
N 2.399 -1.587 2.690 0.01
C 3.639 -0.781 3.003 -0.63
P 2.699 -2.934 1.565 0.32
P 3.364 -4.249 3.223 0.06
S 4.225 -5.892 2.535 -0.50
O 2.670 -4.361 0.519 -0.52
C 3.320 -3.806 -0.701 -0.45
C 4.513 -2.732 -0.298 -0.29
I 6.355 -3.859 -0.653 0.03
C 4.377 -1.181 -0.813 0.48
C 5.131 -0.853 -2.233 0.08
C 4.108 0.157 -3.087 -1.03
Cl 6.703 0.089 -1.865 -0.24
O 4.375 -2.569 1.187 -0.29
H 1.719 1.245 1.118 0.24
H -0.039 0.586 0.901 0.15
H 1.326 -0.300 -0.049 0.01
H 4.064 -0.150 2.113 0.19
H 3.315 0.012 3.834 0.29
H 4.462 -1.454 3.543 0.20
H 2.114 -2.283 0.391 -0.02
H 1.371 -3.424 1.958 0.06
H 4.335 -3.606 4.089 -0.01
H 2.211 -4.638 4.008 0.08
H 3.863 -4.695 -1.271 0.35
H 2.576 -3.435 -1.556 0.16
H 3.214 -0.980 -0.979 -0.60
H 4.745 -0.492 0.058 0.32
H 5.302 -1.795 -2.906 0.36
H 3.069 -0.390 -3.200 0.27
H 4.570 0.408 -4.135 0.36
H 3.995 1.162 -2.467 0.27
C -2.807 0.283 -1.437 -1.25
C -3.079 1.781 -1.342 -0.11
C -2.408 2.579 -2.463 -0.43
C -0.901 2.393 -2.394 0.29
N 0.349 2.238 -2.338 -0.50
H -1.741 0.058 -1.335 0.29
H -3.329 -0.249 -0.634 0.35
H -3.155 -0.119 -2.395 0.35
H -2.731 2.144 -0.368 0.27
H -4.161 1.949 -1.381 0.15
H -2.644 3.643 -2.359 0.31
H -2.769 2.245 -3.442 0.32
C -8.306 2.726 -0.214 -1.08
C -7.541 3.024 1.072 -0.44
C -6.693 4.294 0.978 -0.37
C -5.664 4.144 -0.130 0.28
N -4.810 4.019 -1.050 -0.53
H -7.629 2.544 -1.054 0.32
H -8.920 1.827 -0.091 0.32
H -8.969 3.558 -0.478 0.29
H -6.901 2.166 1.311 0.29
H -8.257 3.131 1.895 0.31
H -6.177 4.472 1.927 0.28
H -7.325 5.164 0.768 0.29
```

Output
- E_LUMO: 1.6 eV
- Total charge: -1
- Kohn-Sham gap: 5.551 eV
- Molar mass: 570.8 g mol⁻¹



No. 3
C31H37N4O5 | ωB97M-V/def2-TZVPD

```
77
Properties=species:S:1:pos:R:3:mulliken_charge:R:1
C -6.705 -2.972 -1.327 -0.71
O -5.630 -3.172 -0.416 -0.52
C -4.964 -2.050 -0.002 -0.20
C -3.586 -2.035 -0.191 -0.60
C -2.832 -0.935 0.195 0.81
C -1.373 -0.847 0.018 0.09
O -0.798 0.248 0.018 -0.65
N -0.710 -2.016 -0.146 -0.07
C 0.658 -2.168 -0.395 -0.36
C 1.124 -3.279 -1.095 -1.12
C 2.471 -3.405 -1.356 -1.22
C 3.407 -2.436 -0.987 0.38
C 2.927 -1.327 -0.293 -0.18
C 1.578 -1.230 0.040 0.42
N 3.737 -0.258 0.157 0.87
C 3.427 1.042 -0.032 0.61
O 3.942 1.956 0.574 -0.62
C 2.465 1.350 -1.210 -1.14
N 1.152 1.920 -0.836 1.02
C 1.235 2.997 0.179 -0.43
C -0.186 3.460 0.534 -1.00
N -0.935 3.935 -0.603 0.17
C -0.589 5.268 -1.052 -0.95
C -0.956 2.927 -1.633 -0.81
C 0.447 2.438 -2.033 -0.52
C 4.858 -0.598 0.984 -0.04
C 4.873 -0.291 2.332 -0.60
C 5.977 -0.642 3.090 -0.90
C 7.043 -1.299 2.499 -0.64
C 7.016 -1.600 1.148 -1.06
C 5.924 -1.246 0.370 0.87
C 5.833 -1.553 -1.095 -1.23
C 4.844 -2.692 -1.355 -1.23
C -3.474 0.182 0.738 -0.88
C -4.840 0.175 0.964 0.52
O -5.537 1.184 1.519 -0.44
C -4.860 2.369 1.872 -0.89
C -5.598 -0.971 0.629 0.61
O -6.934 -0.934 0.898 -0.52
C -7.433 -1.957 1.751 -0.73
H -7.191 -3.940 -1.424 0.25
H -7.422 -2.231 -0.973 0.31
H -6.317 -2.658 -2.301 0.33
H -3.163 -2.895 -0.689 0.43
H -1.265 -2.859 -0.190 0.22
H 0.434 -4.042 -1.422 0.47
H 2.821 -4.279 -1.884 0.48
H 1.265 -0.426 0.684 1.43
H 2.302 0.464 -1.825 0.24
H 2.997 2.104 -1.801 0.72
H 0.520 1.168 -0.446 -0.09
H 1.742 2.628 1.069 0.52
H 1.830 3.816 -0.231 0.43
H -0.730 2.613 0.962 -0.05
H -0.129 4.249 1.285 0.62
H 0.435 5.371 -1.434 0.33
H -1.281 5.560 -1.840 0.33
H -0.714 5.957 -0.219 0.33
H -1.527 2.073 -1.256 -0.03
H -1.464 3.319 -2.515 0.61
H 0.366 1.640 -2.773 0.51
H 1.033 3.257 -2.458 0.41
H 4.037 0.224 2.780 0.45
H 6.001 -0.404 4.142 0.41
H 7.901 -1.574 3.092 0.41
H 7.853 -2.104 0.689 0.42
H 6.812 -1.855 -1.468 0.55
H 5.524 -0.660 -1.645 0.29
H 4.880 -2.956 -2.416 0.53
H 5.176 -3.573 -0.797 0.56
H -2.871 1.032 1.012 0.54
H -5.626 3.032 2.270 0.26
H -4.106 2.184 2.644 0.37
H -4.389 2.838 1.003 0.36
H -7.074 -1.801 2.772 0.31
H -8.516 -1.857 1.729 0.27
H -7.145 -2.956 1.418 0.32
```

Output
- E_LUMO: -2.4 eV
- Energy above the lowest of the compared OMol25 structures with the same formula, charge and spin: 4.9 kcal/mol
- Total charge: +1
- Kohn-Sham gap: 8.501 eV
- Molar mass: 545.7 g mol⁻¹



No. 4
C44H44IN3O6PS2Sn | ωB97M-V/def2-TZVPD

```
102
Properties=species:S:1:pos:R:3:mulliken_charge:R:1
Sn 0.773 1.074 1.106 3.53
O 0.139 3.506 1.941 -0.59
S -1.204 1.086 4.036 0.11
O -0.604 1.811 5.272 -0.79
O 1.665 0.155 3.216 -0.51
C -2.426 2.154 3.373 0.41
C -2.926 3.181 4.180 -0.67
C -3.981 3.953 3.739 -0.74
C -4.575 3.711 2.497 -0.80
C -4.066 2.719 1.684 -0.34
C -2.967 1.956 2.095 0.27
P -2.135 0.758 1.056 1.21
C -2.314 1.265 -0.688 0.46
C -2.210 0.310 -1.703 -0.51
C -2.188 0.685 -3.036 -1.02
C -2.244 2.029 -3.383 -0.25
C -2.302 2.991 -2.382 -1.47
C -2.330 2.615 -1.045 -0.60
C -3.002 -0.839 1.192 0.57
C -2.625 -1.675 2.244 -0.33
C -3.214 -2.921 2.402 -0.51
C -4.180 -3.349 1.503 -0.67
C -4.579 -2.513 0.467 -0.89
C -4.003 -1.260 0.319 -0.24
H -2.473 3.337 5.151 0.53
H -4.365 4.743 4.371 0.42
H -5.425 4.297 2.174 0.43
H -4.512 2.540 0.712 0.51
H -2.161 -0.741 -1.448 0.11
H -2.125 -0.074 -3.807 0.41
H -2.245 2.325 -4.425 0.49
H -2.337 4.042 -2.641 0.43
H -2.367 3.377 -0.277 0.54
H -1.871 -1.344 2.949 0.20
H -2.918 -3.557 3.227 0.46
H -4.635 -4.324 1.619 0.44
H -5.354 -2.831 -0.218 0.46
H -4.339 -0.611 -0.481 0.52
C 4.018 -0.378 0.714 -1.26
N 3.539 0.999 0.821 0.82
C 3.783 1.709 -0.434 -0.93
C 4.174 1.693 1.942 -1.29
C 3.349 2.872 2.436 -1.03
N 2.023 2.449 2.903 0.06
C 1.032 3.516 3.050 -0.89
C 2.016 1.398 3.895 -1.10
H 5.103 -0.420 0.549 0.45
H 3.516 -0.863 -0.122 0.14
H 3.773 -0.921 1.626 0.36
H 4.857 1.778 -0.649 0.31
H 3.369 2.716 -0.390 0.24
H 3.293 1.177 -1.249 0.08
H 5.179 2.043 1.668 0.43
H 4.302 0.974 2.750 0.55
H 3.204 3.600 1.634 0.54
H 3.900 3.380 3.237 0.36
H 0.435 3.324 3.942 0.56
H 0.478 4.046 1.211 0.36
H 1.528 4.487 3.121 0.45
H 1.275 1.612 4.671 0.55
H 3.003 1.251 4.327 0.45
H 0.847 -0.174 3.623 0.24
O 0.749 -1.311 0.803 -1.16
S -0.108 -2.422 0.227 1.03
C 0.729 -2.978 -1.244 0.13
C -0.035 -3.110 -2.392 -0.32
C 0.577 -3.545 -3.564 -0.76
C 1.934 -3.822 -3.569 -0.46
C 2.692 -3.674 -2.409 -0.89
C 2.090 -3.257 -1.236 -0.44
C 0.209 -3.823 1.286 0.44
C -0.408 -5.033 0.999 -0.53
C -0.195 -6.106 1.847 -0.74
C 0.614 -5.959 2.969 -0.59
C 1.214 -4.740 3.245 -0.75
C 1.011 -3.655 2.401 -0.24
H -1.095 -2.885 -2.370 0.43
H -0.011 -3.668 -4.464 0.56
H 2.411 -4.167 -4.477 0.44
H 3.750 -3.901 -2.422 0.45
H 2.658 -3.158 -0.319 0.56
H -1.046 -5.135 0.128 0.49
H -0.666 -7.058 1.638 0.45
H 0.771 -6.799 3.631 0.42
H 1.837 -4.628 4.122 0.48
H 1.464 -2.691 2.597 0.10
N 1.041 3.956 -0.827 -0.66
C 0.983 3.541 -1.898 0.76
I 0.302 -0.360 -9.166 0.15
C 0.506 0.329 -7.215 -0.29
C 0.640 -0.586 -6.176 -0.35
C 0.772 -0.128 -4.880 -0.22
C 0.774 1.243 -4.625 0.18
C 0.641 2.156 -5.668 -0.35
C 0.506 1.696 -6.966 -0.70
C 0.891 1.645 -3.225 0.26
O 0.917 3.075 -3.098 -0.37
O 0.957 0.959 -2.266 -0.15
H 0.641 -1.648 -6.380 0.44
H 0.873 -0.824 -4.056 0.27
H 0.639 3.219 -5.471 0.54
H 0.400 2.398 -7.781 0.41
```

Output
- E_LUMO: -3.0 eV
- Energy above the lowest of the compared OMol25 structures with the same formula, charge and spin: 23.8 kcal/mol
- Total charge: +1
- Kohn-Sham gap: 5.515 eV
- Molar mass: 1051.6 g mol⁻¹